Computed, not measured: one molecule with the formula C2H4N4S in a non-equilibrium geometry, with ωB97M-V with the def2-TZVPD basis set.

The value obtained for the HOMO energy is -8.98 eV. Its SMILES is [H]/N=C1\NN=CSN1. As for the relative energy (zero: lowest compared OMol25 entry of this formula, charge and spin): 39.72 kcal/mol. As for the spin multiplicity: 1. For the HOMO-LUMO gap, the calculation gives 0.34065 Ha. The value obtained for the lowest unoccupied orbital energy is 0.285 eV. As for the molar mass: 116.15 g mol⁻¹.

Geometry as XYZ:
```
11
Properties=species:S:1:pos:R:3:forces:R:3
C -0.863 -0.301 -0.053 -2.2 -0.2 -0.3
C 1.859 0.535 0.216 0.6 -1.1 -0.5
H -2.745 0.085 -0.373 0.6 -0.5 0.4
H -0.361 -2.131 0.506 0.5 0.8 0.0
H 2.825 0.846 0.615 -0.3 0.0 -0.1
H -0.910 1.711 -0.560 0.2 -0.8 0.1
N -2.113 -0.665 -0.036 1.1 1.4 -0.6
N 0.059 -1.190 0.413 0.8 -1.4 -0.1
N 0.907 1.345 0.126 -0.8 0.8 -0.2
N -0.285 0.905 -0.475 0.1 0.5 0.4
S 1.627 -1.140 -0.379 -0.5 0.5 0.9
```
Positions in Å, forces in eV/Å.

---

Computed, not measured: one molecule with the formula C2H4N4S in a non-equilibrium geometry, with ωB97M-V with the def2-TZVPD basis set.

The value obtained for the HOMO energy is -8.29 eV. Its SMILES is NN/C=N\N=C=S. As for the relative energy (zero: lowest compared OMol25 entry of this formula, charge and spin): 58.81 kcal/mol. As for the spin multiplicity: 1. For the HOMO-LUMO gap, the calculation gives 0.32567 Ha. The value obtained for the lowest unoccupied orbital energy is 0.570 eV. As for the molar mass: 116.15 g mol⁻¹.

Geometry as XYZ:
```
11
Properties=species:S:1:pos:R:3:forces:R:3
C 0.068 1.536 0.341 0.0 -0.4 -0.1
C -0.315 3.630 -2.352 0.0 -1.4 0.6
N 0.053 2.710 -0.163 0.4 0.9 1.6
N -0.215 2.847 -1.453 -0.3 0.0 -1.2
N -0.179 0.366 -0.283 -0.3 -0.1 -0.6
N 0.069 -0.843 0.365 0.2 -0.2 0.1
S -0.532 4.282 -3.756 -0.1 0.8 -0.6
H 0.321 1.453 1.389 0.0 0.0 0.1
H -0.440 0.384 -1.263 0.2 0.0 0.2
H 0.900 -1.299 -0.011 -0.2 0.2 0.0
H -0.723 -1.472 0.282 0.1 0.2 0.0
```
Positions in Å, forces in eV/Å.

---

Computed, not measured: one molecule with the formula C2H4N4S2 in a non-equilibrium geometry, with ωB97M-V with the def2-TZVPD basis set.

The value obtained for the HOMO energy (spin up / spin down) is -8.31 / -8.11 eV. As for the relative energy (zero: lowest compared OMol25 entry of this formula, charge and spin): 129.38 kcal/mol. As for the spin multiplicity: 1. For the HOMO-LUMO gap (spin up / spin down), the calculation gives 0.21559 / 0.24368 Ha. The value obtained for the lowest unoccupied orbital energy (spin up / spin down) is -2.441 / -1.480 eV. As for the molar mass: 148.22 g mol⁻¹.

Geometry as XYZ:
```
12
Properties=species:S:1:pos:R:3:forces:R:3
C -0.167 0.518 -0.217 -2.2 -3.2 -0.5
C 0.290 -1.882 -0.178 -2.2 -0.2 0.8
N -0.091 1.798 -0.123 -0.4 2.0 -0.2
N 1.098 2.238 0.432 -2.7 0.2 -1.0
N 2.030 1.635 0.759 3.3 -1.9 1.1
N 0.500 -0.495 0.062 0.7 1.7 -0.3
S -2.132 0.453 -0.845 1.1 0.0 -0.1
S -3.089 -0.719 0.344 -0.1 -0.1 0.2
H 0.619 -2.226 -1.112 1.3 0.0 -1.5
H 0.884 -2.378 0.600 -0.9 -0.5 -0.2
H -0.837 -2.133 -0.321 1.7 0.2 1.2
H 0.895 3.192 0.600 0.5 2.0 0.4
```
Positions in Å, forces in eV/Å.

---

Computed, not measured: one molecule with the formula C2H4N4S2 in a non-equilibrium geometry, with ωB97M-V with the def2-TZVPD basis set.

The value obtained for the HOMO energy is -9.42 eV. Its SMILES is Cn1nnnc1SS. As for the relative energy (zero: lowest compared OMol25 entry of this formula, charge and spin): 32.64 kcal/mol. As for the spin multiplicity: 1. For the HOMO-LUMO gap, the calculation gives 0.34565 Ha. The value obtained for the lowest unoccupied orbital energy is -0.015 eV. As for the molar mass: 148.22 g mol⁻¹.

Geometry as XYZ:
```
12
Properties=species:S:1:pos:R:3:forces:R:3
C 1.446 -0.458 -0.142 -0.4 -0.1 1.9
C -0.610 0.486 1.024 0.2 0.4 -0.1
N 2.493 -1.089 0.357 0.5 -0.2 -3.0
N 2.330 -1.233 1.639 0.4 0.2 1.5
N 1.268 -0.668 2.038 -1.3 0.1 0.1
N 0.626 -0.201 0.946 2.8 -0.4 -0.9
S 2.617 -0.659 -2.959 -0.2 -0.1 0.6
S 1.004 -0.110 -1.815 -0.2 0.2 0.3
H -0.950 0.358 0.018 -1.5 -0.3 -0.3
H -1.147 -0.002 1.848 -0.4 0.6 -0.6
H -0.475 1.573 1.096 0.0 -0.3 0.7
H 2.443 -1.959 -2.692 0.2 -0.2 -0.2
```
Positions in Å, forces in eV/Å.

---

Computed, not measured: one molecule with the formula C2H4N6 in a non-equilibrium geometry, with ωB97M-V with the def2-TZVPD basis set.

The value obtained for the HOMO energy is -9.64 eV. Its SMILES is [H]/N=c1\nn[nH]/c(=N\[H])[nH]1. As for the relative energy (zero: lowest compared OMol25 entry of this formula, charge and spin): 73.50 kcal/mol. As for the spin multiplicity: 1. For the HOMO-LUMO gap, the calculation gives 0.30534 Ha. The value obtained for the lowest unoccupied orbital energy is -1.336 eV. As for the molar mass: 112.10 g mol⁻¹.

Geometry as XYZ:
```
12
Properties=species:S:1:pos:R:3:forces:R:3
C 1.318 -0.156 -0.490 3.0 -1.5 -1.7
C -0.645 0.302 0.845 -6.5 -0.2 -0.7
H 2.731 -0.719 -1.411 0.7 0.6 -0.7
H -2.230 -0.685 0.090 2.1 -1.5 0.9
H -2.437 1.171 1.277 -3.6 -1.3 -0.3
H 1.069 1.166 0.909 1.0 1.0 0.6
N 2.613 0.023 -0.717 -3.7 -1.5 0.9
N 0.453 -0.765 -1.391 -4.6 -0.7 -2.6
N -0.843 -0.898 -1.230 5.8 -1.1 2.3
N -1.187 -1.001 0.231 -2.6 4.2 -2.1
N -1.500 1.201 1.376 9.2 -1.7 -1.1
N 0.657 0.362 0.512 -0.8 3.6 4.5
```
Positions in Å, forces in eV/Å.

---

Computed, not measured: one molecule with the formula C2H4N6 in a non-equilibrium geometry, with ωB97M-V with the def2-TZVPD basis set.

The value obtained for the HOMO energy is -8.61 eV. Its SMILES is N/N=c1/nc[nH]nn1. As for the relative energy (zero: lowest compared OMol25 entry of this formula, charge and spin): 100.01 kcal/mol. As for the spin multiplicity: 1. For the HOMO-LUMO gap, the calculation gives 0.32779 Ha. The value obtained for the lowest unoccupied orbital energy is 0.307 eV. As for the molar mass: 112.10 g mol⁻¹.

Geometry as XYZ:
```
12
Properties=species:S:1:pos:R:3:forces:R:3
C 0.465 0.613 -0.383 -1.5 -1.8 2.2
C -1.648 0.735 0.190 2.2 3.3 -1.1
H 2.280 -1.201 -0.289 -0.2 1.7 1.1
H 3.455 -0.018 0.620 -4.8 -1.8 -1.0
H -2.522 1.313 0.326 -1.1 0.3 0.2
H -2.742 -0.912 0.420 2.7 0.7 0.7
N 2.268 -0.398 0.418 6.5 0.3 0.5
N 1.610 0.744 0.104 0.8 1.3 -0.1
N -0.628 1.499 -0.280 -1.4 -3.6 0.5
N -1.706 -0.567 0.553 -3.3 -1.5 -1.3
N -0.788 -1.463 -0.298 -2.3 0.3 2.3
N 0.192 -0.854 -0.485 2.5 0.8 -3.9
```
Positions in Å, forces in eV/Å.